A single C22H24FN5O2S molecule at a distorted geometry, computed with the ωB97M-V functional and the def2-TZVPD basis.

The geometry in XYZ format:
```
55
Properties=species:S:1:pos:R:3:nbo_charge:R:1
S -0.59445 -1.89024 -2.25625 0.283
F 7.45377 -2.35020 0.75616 -0.330
O 0.10564 2.71791 -0.82838 -0.551
O -3.94646 -2.49753 -1.61717 -0.608
N -0.01899 -1.61742 0.38997 -0.378
N 0.68961 -0.80220 1.18988 -0.292
N 0.86118 -0.03758 -0.85413 -0.379
N 3.34889 1.27690 0.21946 -0.610
N -2.76214 -1.97874 0.27204 -0.654
C -3.64475 -1.17147 0.99746 0.230
C -1.65010 -3.16268 -1.48539 -0.601
C -1.20785 2.76081 -0.28929 -0.066
C -3.13500 -0.52810 2.12478 -0.279
C -5.77667 -0.15157 1.40054 -0.191
C 1.21953 0.13404 0.45711 0.345
C -1.33705 1.56560 -2.32117 -0.451
C 2.10874 1.21728 0.96531 -0.269
C 4.16114 -0.87055 1.03399 -0.278
C 5.19625 -1.77953 1.14974 -0.240
C -1.97334 1.60926 -0.93306 -0.425
C 6.44054 -1.45899 0.64279 0.352
C 0.11397 1.99983 -2.05473 0.099
C -4.97444 -0.98048 0.63682 -0.273
C 5.64112 0.65926 -0.08638 -0.234
C -2.93153 -2.51706 -0.95723 0.664
C 1.12540 0.83181 -1.96537 -0.243
C 6.67679 -0.24509 0.02319 -0.258
C -5.27118 0.48882 2.51889 -0.242
C 4.36942 0.36184 0.41268 0.155
C -3.94675 0.29683 2.87819 -0.187
C 0.08909 -1.16128 -0.83337 0.190
H -3.54396 0.79140 3.74976 0.212
H -1.66967 3.72451 -0.54225 0.168
H -1.81911 -2.03656 0.66690 0.441
H -1.79595 0.68272 -0.38748 0.205
H 2.12965 1.24090 -1.83243 0.244
H -1.39700 0.58718 -2.78949 0.234
H -6.80876 -0.00804 1.11698 0.213
H 3.67084 2.21146 0.01790 0.388
H 5.81237 1.61348 -0.56404 0.206
H -1.06505 -3.65309 -0.70993 0.253
H 1.08515 0.24713 -2.88723 0.222
H -1.82114 2.29288 -2.97321 0.216
H -1.13138 2.67751 0.79699 0.192
H 5.04181 -2.73184 1.63150 0.229
H -5.90505 1.13289 3.10966 0.212
H -1.89470 -3.85130 -2.29278 0.259
H 1.59609 2.17317 0.83767 0.252
H -2.10051 -0.67891 2.40069 0.222
H -5.36793 -1.47582 -0.23480 0.253
H 2.26736 1.03246 2.03618 0.217
H 0.47932 2.66535 -2.84915 0.187
H 3.19323 -1.12646 1.43196 0.235
H 7.65891 -0.01803 -0.35994 0.229
H -3.04489 1.78750 -0.96053 0.231
```

Its spin multiplicity is 1. The energy above the lowest of the compared OMol25 structures with the same formula, charge and spin is 0.00 kJ/mol. For the HOMO-LUMO gap, the calculation gives 8.55 eV. For the electronic energy, the calculation gives -48302.46663 eV.

***

A single C22H24N2O7S molecule at a distorted geometry, computed with the ωB97M-V functional and the def2-TZVPD basis.

The geometry in XYZ format:
```
56
Properties=species:S:1:pos:R:3:nbo_charge:R:1
S -2.37990 0.36184 0.12181 2.327
O -2.40945 3.11617 0.92822 -0.492
O -2.26109 -0.12108 1.46907 -0.956
O -0.01343 -2.89868 2.39123 -0.516
O -3.63918 0.90380 -0.29743 -0.930
O -3.84520 -2.63927 -1.96971 -0.524
O 3.88715 2.87060 -0.16063 -0.593
O 3.37527 -2.78918 -0.96566 -0.416
N 2.41730 1.52974 -1.27089 -0.634
N -1.88965 -0.87497 -0.91274 -0.687
C 4.64531 0.69499 -0.86769 -0.527
C 3.99875 -0.63707 -0.66547 -0.127
C -0.16103 3.73929 0.20902 -0.312
C -2.37904 -0.72595 -2.27106 -0.258
C -0.75798 -2.23682 3.39585 -0.273
C 1.03575 3.33269 -0.35437 -0.201
C 2.31206 -0.25366 1.30459 -0.188
C -1.06369 1.54988 -0.14614 -0.393
C 1.19547 2.02619 -0.80066 0.190
C 4.17927 -1.77543 -1.38062 0.119
C 0.96132 -2.21991 1.73745 0.398
C 1.63207 -2.94206 0.75320 -0.334
C -2.02694 -2.23294 -0.42048 -0.262
C 1.30894 -0.88648 2.00425 -0.332
C 2.62970 -2.29364 0.05094 0.292
C -3.79150 -1.30186 -2.41796 -0.094
C -3.45755 -2.73670 -0.61605 -0.088
C 0.12404 1.14024 -0.70274 -0.221
C -1.22530 2.84737 0.34384 0.392
C -2.64551 4.41560 1.42516 -0.253
C 2.97933 -0.95256 0.30223 -0.107
C 3.63589 1.82896 -0.71558 0.696
H -1.76228 -2.23069 0.63385 0.245
H 0.77635 -0.33598 2.76135 0.231
H -1.45995 -2.98148 3.76770 0.198
H -3.65541 4.38978 1.82944 0.209
H -0.11247 -1.90978 4.21635 0.174
H 5.43269 0.86618 -0.12949 0.251
H -2.37941 0.33750 -2.51028 0.224
H 1.36733 -3.96720 0.55794 0.237
H -4.13345 -2.13892 0.01403 0.172
H 0.21610 0.11695 -1.03088 0.243
H 5.10065 0.74387 -1.85950 0.243
H -0.24929 4.75418 0.56123 0.227
H 2.57085 0.76917 1.53204 0.225
H -1.94024 4.67356 2.22131 0.178
H -1.31038 -1.38490 2.98887 0.215
H -2.59174 5.16462 0.62924 0.179
H -4.09503 -1.32051 -3.46610 0.195
H 2.34493 0.60487 -1.67614 0.404
H -3.54078 -3.79164 -0.35019 0.198
H -4.48626 -0.67868 -1.83889 0.193
H -1.68716 -1.25440 -2.93601 0.204
H -1.32427 -2.86310 -0.97564 0.204
H 4.84076 -1.99581 -2.19607 0.206
H 1.86338 4.01958 -0.41757 0.251
```

Its spin multiplicity is 1. The energy above the lowest of the compared OMol25 structures with the same formula, charge and spin is 219.84 kJ/mol. For the HOMO-LUMO gap, the calculation gives 8.71 eV. For the electronic energy, the calculation gives -51350.20364 eV.

***

A molecular structure, C22H24N4O2RbS2 at a distorted geometry, computed with the ωB97M-V functional and the def2-TZVPD basis.

The geometry in XYZ format:
```
55
Properties=species:S:1:pos:R:3:nbo_charge:R:1
Rb 0.77705 -1.28119 -0.39715 0.916
S -1.90128 0.69259 -0.46792 1.270
S 1.93821 -4.38470 -0.13918 -0.543
O -1.98433 -0.17221 -1.68389 -0.996
O 1.44574 0.89721 0.62993 -0.878
N 2.33511 -3.70947 2.39440 -0.831
N -1.82747 -2.88110 0.28515 -0.436
N 3.47725 -1.75840 -0.27296 -0.279
N 3.07205 -2.12200 0.99498 -0.523
C -0.23916 3.64053 -2.65773 -0.215
C 5.05572 1.04899 0.98119 -0.167
C -3.56567 1.37534 -0.26870 -0.817
C 1.16019 5.65576 -2.08878 -0.627
C 2.61356 1.23437 1.04012 0.394
C -2.96649 -2.59557 0.90173 0.044
C 0.33756 4.46183 -1.69726 -0.010
C -4.13125 -3.33271 0.75081 -0.278
C -2.92638 -4.75298 -0.71480 -0.257
C -1.81081 -3.95997 -0.49682 0.054
C 5.21001 2.08772 1.89295 -0.333
C -0.50524 2.99430 0.02800 -0.187
C 4.06290 2.68265 2.40037 -0.221
C -0.94891 2.50514 -2.29307 -0.232
C 0.19248 4.12654 -0.35197 -0.200
C -5.35907 -5.26811 -0.30886 -0.632
C 3.79637 -0.52866 -0.42186 0.046
C 2.52882 -3.31744 1.08047 0.268
C -4.12741 -4.44078 -0.08761 0.020
C 3.81351 0.59230 0.56866 -0.225
C -1.08964 2.20498 -0.95084 -0.202
C 2.81025 2.27007 1.99389 -0.302
H -5.63624 -5.26969 -1.36421 0.221
H -5.02866 -3.04038 1.28234 0.205
H 1.58880 -4.36867 2.53199 0.382
H -0.85108 -4.19825 -0.94375 0.228
H -5.19477 -6.30519 -0.01354 0.221
H 2.42601 -2.95650 3.05972 0.381
H 6.19723 2.40420 2.20537 0.190
H -1.36835 1.83329 -3.03124 0.237
H 0.98779 5.93599 -3.12772 0.207
H -3.89478 1.79759 -1.21628 0.230
H 4.14191 3.48626 3.12754 0.184
H -4.21485 0.54961 0.01771 0.228
H -2.95530 -1.72353 1.54991 0.184
H 2.22526 5.45126 -1.96798 0.229
H -0.53092 2.68841 1.06510 0.238
H 0.68041 4.72841 0.40454 0.214
H 0.92205 6.51660 -1.46233 0.212
H -0.11370 3.87627 -3.70807 0.203
H -6.20355 -4.88256 0.26140 0.211
H 5.93637 0.55104 0.58420 0.191
H -2.84357 -5.61205 -1.36896 0.211
H 4.13488 -0.30010 -1.43464 0.164
H 1.91555 2.73601 2.39579 0.178
H -3.56414 2.13698 0.50987 0.227
```

As for the net charge: -1. Its spin multiplicity is 1. The energy above the lowest of the compared OMol25 structures with the same formula, charge and spin is 0.00 kJ/mol. For the HOMO-LUMO gap, the calculation gives 5.64 eV. For the electronic energy, the calculation gives -55585.88599 eV.

***

A molecular structure, C22H24N4O4S3Sn at a distorted geometry, computed with the ωB97M-V functional and the def2-TZVPD basis.

The geometry in XYZ format:
```
58
Properties=species:S:1:pos:R:3:nbo_charge:R:1
Sn 2.02206 1.91986 1.21670 1.658
S 1.85610 -0.88701 0.84489 0.207
S 0.80438 1.40317 -1.35004 0.148
S -0.40885 1.83230 2.28386 2.564
O -0.72072 0.84203 1.22195 -1.044
O 0.84097 1.27699 2.96817 -1.006
O -1.48818 2.07943 3.15544 -0.860
O 0.13902 3.03134 1.54044 -0.999
N 3.21765 3.76615 2.15803 -0.551
N -0.59174 -1.75741 0.60845 -0.281
N -0.93451 -0.47884 -1.82224 -0.290
N 4.54329 5.45452 2.48491 -0.460
C 3.96127 5.17281 3.68812 -0.051
C -1.71727 -1.65417 -1.49880 -0.247
C -0.46714 -5.05148 1.43182 -0.145
C 0.27906 -0.83799 0.23064 0.161
C -4.52280 0.58862 -4.81540 -0.186
C -5.21394 1.31397 -3.84879 -0.174
C -0.01943 -0.01793 -0.99223 0.134
C -3.30366 1.22695 -2.39258 -0.255
C 4.42830 4.57889 0.13716 -0.672
C -3.22795 0.17769 -4.57055 -0.223
C 0.19145 -6.25358 1.22297 -0.197
C -0.39800 -2.54345 1.81733 -0.252
C 0.27046 -3.87884 1.57328 -0.096
C -1.17080 0.10272 -3.13209 -0.260
C -4.59867 1.63190 -2.63939 -0.178
C 1.57792 -6.31317 1.16403 -0.171
C 1.66233 -3.95604 1.50900 -0.197
C 3.13218 4.11337 3.47642 -0.073
C -1.90771 -1.72979 0.00376 -0.242
C 4.07369 4.59743 1.57066 0.411
C -2.59948 0.49978 -3.36080 -0.004
C 2.31984 -5.14536 1.26190 -0.191
H 3.51721 4.62686 -0.46003 0.246
H -1.37660 -2.68988 2.27742 0.249
H 3.39610 -5.17301 1.20008 0.234
H -1.19968 -2.54762 -1.86664 0.237
H 2.24310 -3.05830 1.70503 0.204
H 2.08734 -7.26040 1.06621 0.240
H -1.54723 -5.03041 1.47423 0.209
H -5.00603 0.33822 -5.74804 0.238
H 0.22223 -1.95137 2.50270 0.254
H 5.06402 5.41814 -0.13430 0.267
H -0.38007 -7.15799 1.07339 0.237
H -2.69548 -0.38962 -5.32003 0.222
H -6.22539 1.63396 -4.04182 0.237
H -2.68340 -1.58979 -2.00075 0.277
H 4.16520 5.73717 4.57282 0.263
H -2.44248 -0.84829 0.37599 0.261
H 5.21221 6.19561 2.32132 0.456
H -0.86080 -0.62924 -3.88784 0.247
H -2.45668 -2.63267 0.26914 0.257
H -2.83082 1.47843 -1.45484 0.212
H 4.94556 3.65192 -0.10823 0.248
H -0.50686 0.97863 -3.21571 0.239
H -5.13953 2.19352 -1.89543 0.233
H 2.46899 3.60128 4.14832 0.258
```

As for the net charge: +2. Its spin multiplicity is 1. The energy above the lowest of the compared OMol25 structures with the same formula, charge and spin is 279.14 kJ/mol. For the HOMO-LUMO gap (spin up / spin down), the calculation gives 4.13 / 4.16 eV. For the electronic energy, the calculation gives -75674.87003 eV.